No. 1
{"formula": "C5H31NO11", "method": "wB97M-V/def2-TZVPD", "spin_multiplicity": 1, "gap_ha": 0.315, "smiles": "N/C=C/CCCO.O.O.O.O.O.O.O.O.O.O", "e_above_lowest_ev": 3.233, "symbols": ["C", "O", "C", "C", "C", "C", "N", "H", "H", "H", "H", "H", "H", "H", "H", "H", "H", "H", "H", "H", "O", "H", "H", "O", "H", "H", "O", "H", "H", "O", "H", "H", "O", "H", "H", "O", "H", "H", "O", "H", "H", "O", "H", "H", "O", "H", "H", "O"], "positions_angstrom": [[2.22093, -1.71888, -2.39045], [1.48428, -2.75473, -2.98882], [1.79104, -1.41089, -0.92489], [2.84291, -1.40347, 0.22391], [2.18919, -0.71856, 1.38696], [1.71137, -1.28453, 2.49691], [1.18019, -0.61810, 3.59663], [2.17309, -0.82145, -3.00241], [3.28288, -2.00825, -2.37763], [1.78871, -3.54488, -2.53030], [1.32173, -0.42031, -0.94089], [0.94519, -2.05501, -0.64371], [3.67884, -0.79760, -0.09285], [3.15593, -2.40460, 0.50260], [2.18857, 0.38175, 1.31534], [1.53945, -2.36567, 2.53896], [1.24093, 0.38413, 3.67253], [0.91224, -1.17804, 4.38279], [2.09779, 3.03749, -3.09677], [1.09351, 3.59315, -2.38432], [1.13011, 2.94326, -3.15485], [-0.74986, 3.30772, -1.26765], [-0.24319, 4.42166, -0.18974], [-0.06997, 3.93434, -0.99451], [-3.40002, -2.13004, -3.28952], [-4.50655, -1.23233, -2.62338], [-3.96933, -2.02179, -2.52661], [-3.05724, 1.54174, 3.21798], [-2.05930, 1.04097, 4.23413], [-2.99265, 0.99418, 4.01056], [-2.06372, 2.07537, -2.39893], [-2.43745, 3.55075, -2.14693], [-2.54961, 2.66147, -1.79781], [-1.21932, 2.34779, 1.61336], [-2.01497, 3.55814, 0.89661], [-1.44801, 3.29597, 1.62452], [0.03511, 1.08615, 0.53189], [-0.93040, 0.22421, 1.34937], [-0.90174, 0.88845, 0.64029], [-0.61662, -3.70897, 1.59373], [0.29641, -4.43684, 0.54361], [0.28248, -3.79980, 1.25687], [-0.61083, -0.05793, -2.30533], [0.21612, 1.06528, -2.94875], [-0.68061, 0.65704, -2.95136], [-2.19695, -1.58664, 2.82371], [-0.71558, -1.16758, 3.11031], [-1.36510, -1.34413, 2.40488]], "forces_ev_per_angstrom": [[1.141, 0.139, 1.240], [-0.183, -0.244, -0.054], [-0.472, 0.175, -0.396], [-1.614, 0.117, -0.584], [0.466, 0.700, 0.749], [-0.226, -0.361, -0.554], [-0.446, -0.088, -0.340], [-0.326, -0.087, -0.189], [0.015, 0.120, -0.035], [-0.293, -0.179, -0.238], [0.146, 0.117, 0.129], [0.345, -0.115, -0.060], [0.547, -0.061, -0.041], [0.173, -0.152, -0.141], [0.039, -0.335, 0.176], [0.509, 0.324, 0.035], [0.129, -0.200, 0.227], [0.295, 0.306, 0.309], [0.151, -0.971, -1.211], [-1.724, -0.883, -0.719], [1.646, 1.592, 1.753], [-0.502, -0.011, 0.804], [-0.538, -0.468, 0.251], [1.193, 0.468, -0.693], [-0.084, 0.347, -0.205], [0.220, 0.071, -0.322], [-0.094, -0.407, 0.538], [-0.071, 0.032, 0.030], [0.034, 0.044, 0.084], [0.040, -0.019, -0.129], [0.107, -0.272, -0.045], [-0.228, -0.002, -0.293], [0.170, 0.243, 0.166], [-0.539, 0.388, -1.113], [-0.093, -0.839, -0.138], [0.289, 0.869, 1.238], [0.048, -0.069, -0.161], [-0.184, -0.469, -0.260], [0.261, -0.090, 0.345], [0.041, -0.001, -0.346], [-0.360, -0.198, -0.068], [0.313, 0.166, 0.346], [-0.211, 0.051, -0.028], [-0.819, 0.030, -0.140], [0.813, 0.172, 0.184], [-0.050, 0.295, 0.091], [-0.232, -0.016, -0.259], [0.160, -0.226, 0.066]]}



No. 2
{"formula": "C39H92IN2O13P", "method": "wB97M-V/def2-TZVPD", "spin_multiplicity": 1, "gap_ha": 0.312, "smiles": "N#CC[C@@](C#N)(CCCCOC=O)P(O)I.CC(C)O.CC(C)O.CC(C)O.CC(C)O.CC(C)O.CC(C)O.CC(C)O.CC(C)O.CC(C)O.CC(C)O", "e_above_lowest_ev": 7.941, "symbols": ["N", "C", "C", "C", "C", "N", "C", "C", "C", "C", "O", "C", "O", "P", "O", "I", "H", "H", "H", "H", "H", "H", "H", "H", "H", "H", "H", "H", "C", "C", "C", "O", "H", "H", "H", "H", "H", "H", "H", "H", "C", "C", "C", "O", "H", "H", "H", "H", "H", "H", "H", "H", "C", "C", "C", "O", "H", "H", "H", "H", "H", "H", "H", "H", "C", "C", "C", "O", "H", "H", "H", "H", "H", "H", "H", "H", "C", "C", "C", "O", "H", "H", "H", "H", "H", "H", "H", "H", "C", "C", "C", "O", "H", "H", "H", "H", "H", "H", "H", "H", "C", "C", "C", "O", "H", "H", "H", "H", "H", "H", "H", "H", "C", "C", "C", "O", "H", "H", "H", "H", "H", "H", "H", "H", "C", "C", "C", "O", "H", "H", "H", "H", "H", "H", "H", "H", "C", "C", "C", "O", "H", "H", "H", "H", "H", "H", "H", "H"], "positions_angstrom": [[2.64268, 2.12905, -0.93551], [2.12854, 3.29923, -1.24638], [1.74777, 4.87078, -1.52822], [0.90253, 4.90921, -2.96027], [0.44222, 3.36935, -3.29806], [0.20276, 2.18965, -3.83016], [-0.30822, 6.01464, -2.98106], [-1.75849, 5.47104, -2.44367], [-2.66390, 4.71476, -3.62869], [-4.22630, 5.26101, -3.67142], [-4.78349, 5.40414, -2.31684], [-6.01232, 4.58158, -2.15226], [-7.09855, 4.72655, -2.94888], [2.19728, 5.52783, -4.27759], [1.35172, 5.52108, -5.80952], [2.67069, 7.85217, -3.61120], [2.75442, 5.48504, -1.65921], [1.17206, 5.38964, -0.63969], [0.01328, 6.89643, -2.24750], [-0.38749, 6.51363, -4.05515], [-2.39369, 6.44289, -2.16714], [-1.70982, 4.83944, -1.44775], [-2.71720, 3.55281, -3.45941], [-2.20501, 4.88838, -4.69541], [-4.24073, 6.32620, -4.17986], [-4.85345, 4.48591, -4.31551], [-6.08466, 3.73920, -1.30985], [1.84330, 4.87066, -6.41700], [-0.76442, -1.90169, 0.88096], [-0.87069, -0.59407, 0.11264], [0.13605, -0.53647, -1.02525], [-0.64117, 0.49601, 1.00177], [0.22924, -2.01336, 1.32904], [-1.48639, -1.92392, 1.70436], [-0.95162, -2.75964, 0.22770], [-1.88461, -0.48312, -0.28695], [1.16167, -0.59973, -0.64478], [0.05646, 0.41517, -1.56166], [-0.02406, -1.35346, -1.73572], [0.25694, 0.40586, 1.36139], [-5.05722, 9.83768, -5.02023], [-4.26062, 9.48635, -3.77384], [-4.09994, 10.69143, -2.86082], [-2.97331, 9.00810, -4.15544], [-4.54977, 10.61388, -5.60386], [-5.15433, 8.96408, -5.67376], [-6.05896, 10.19424, -4.76093], [-4.76299, 8.67798, -3.23147], [-3.55853, 11.49793, -3.36787], [-3.51417, 10.42686, -1.97394], [-5.07294, 11.07366, -2.53673], [-2.51982, 9.71937, -4.63761], [1.63558, -6.02785, 1.64711], [1.52931, -4.72022, 0.87879], [2.53605, -4.66263, -0.25910], [1.75883, -3.63015, 1.76792], [2.62924, -6.13952, 2.09519], [0.91361, -6.05008, 2.47051], [1.44838, -6.88579, 0.99385], [0.51539, -4.60928, 0.47920], [3.56167, -4.72589, 0.12138], [2.45646, -3.71098, -0.79550], [2.37594, -5.47962, -0.96956], [2.65694, -3.72029, 2.12754], [-5.95722, -2.93972, -0.53033], [-5.16062, -3.29105, 0.71606], [-4.99994, -2.08598, 1.62908], [-3.87331, -3.76930, 0.33446], [-5.44977, -2.16352, -1.11395], [-6.05433, -3.81332, -1.18386], [-6.95896, -2.58317, -0.27103], [-5.66299, -4.09943, 1.25843], [-4.45853, -1.27947, 1.12204], [-4.41417, -2.35054, 2.51597], [-5.97294, -1.70374, 1.95318], [-3.41982, -3.05804, -0.14771], [0.52546, -2.71089, 5.84323], [0.47248, -1.19150, 5.85476], [-0.76295, -0.67455, 5.13498], [1.63944, -0.67353, 5.22118], [0.57103, -3.09370, 4.81756], [1.42604, -3.06839, 6.35397], [-0.35146, -3.14016, 6.33781], [0.47377, -0.83086, 6.88914], [-0.76308, -0.98514, 4.08417], [-0.78146, 0.42059, 5.14048], [-1.67855, -1.04272, 5.60825], [1.64669, -0.98854, 4.30207], [0.40889, 3.07009, 6.15634], [-0.58274, 3.43401, 7.24983], [0.09656, 3.52182, 8.60720], [-1.61253, 2.44987, 7.29999], [0.86312, 2.09173, 6.34893], [-0.09626, 2.99837, 5.18713], [1.20568, 3.81670, 6.08167], [-1.05688, 4.39266, 7.01277], [0.53974, 2.55947, 8.88672], [-0.63138, 3.77235, 9.38632], [0.88401, 4.28195, 8.60611], [-1.20080, 1.59524, 7.51004], [6.36325, -0.79400, -0.22649], [5.15111, -1.68953, -0.02586], [4.14714, -1.05836, 0.92561], [5.57369, -2.94560, 0.49876], [6.88616, -0.62406, 0.72129], [7.08280, -1.26645, -0.90379], [6.07316, 0.17513, -0.64421], [4.67186, -1.88238, -0.99185], [4.59147, -0.89778, 1.91427], [3.28584, -1.71939, 1.07017], [3.79056, -0.09714, 0.54251], [6.00036, -2.78419, 1.35663], [1.93558, -7.82487, 7.01328], [1.82931, -6.51725, 6.24496], [2.83605, -6.45965, 5.10707], [2.05883, -5.42717, 7.13409], [2.92924, -7.93654, 7.46136], [1.21361, -7.84711, 7.83668], [1.74838, -8.68282, 6.36002], [0.81539, -6.40631, 5.84537], [3.86167, -6.52291, 5.48754], [2.75646, -5.50801, 4.57067], [2.67594, -7.27664, 4.39660], [2.95694, -5.51732, 7.49371], [2.83558, -10.09907, -0.79640], [2.72931, -8.79145, -1.56472], [3.73605, -8.73385, -2.70261], [2.95883, -7.70137, -0.67559], [3.82924, -10.21074, -0.34832], [2.11361, -10.12130, 0.02700], [2.64838, -10.95701, -1.44966], [1.71539, -8.68050, -1.96431], [4.76167, -8.79711, -2.32213], [3.65646, -7.78220, -3.23901], [3.57594, -9.55083, -3.41308], [3.85694, -7.79151, -0.31597], [-0.60192, 3.91936, -8.23768], [0.10220, 2.63792, -8.65434], [-0.88293, 1.49085, -8.81362], [1.07444, 2.29224, -7.67110], [-1.10400, 3.79444, -7.27180], [0.12088, 4.73311, -8.11489], [-1.34575, 4.22085, -8.98178], [0.63403, 2.80016, -9.59819], [-1.39499, 1.27980, -7.86815], [-0.36060, 0.57222, -9.10167], [-1.63524, 1.71944, -9.57496], [0.61128, 2.14619, -6.82955]], "forces_ev_per_angstrom": [[-5.014, 11.119, -3.012], [4.529, -7.365, 2.993], [0.407, -0.889, -0.348], [-1.073, -0.105, 0.490], [-1.260, -7.346, -5.046], [2.137, 11.110, 5.075], [-0.557, 0.255, 0.962], [-1.161, 0.950, -0.582], [-0.441, -0.307, 0.500], [1.010, 0.080, -1.749], [-2.890, -3.183, -0.229], [-4.664, 1.266, -4.192], [7.467, -0.838, 5.094], [0.051, -1.938, -1.825], [1.450, -0.738, 1.488], [-0.574, -0.163, -0.190], [-1.956, -1.531, 0.295], [0.963, -1.518, -1.803], [-0.477, -1.976, -1.588], [-0.039, -1.291, 2.222], [1.492, -2.022, -0.539], [0.162, 1.140, -2.182], [0.297, 2.266, -0.241], [-0.851, -0.220, 2.065], [-0.058, -2.171, 1.035], [1.198, 1.864, 1.398], [0.737, 2.245, -1.566], [-0.881, 1.227, 1.360], [-0.230, 0.012, 0.204], [0.703, -0.340, 0.112], [-0.088, 0.182, -0.316], [-0.086, 0.264, 0.201], [-0.086, -0.019, -0.236], [-0.028, -0.029, -0.160], [0.053, 0.017, 0.089], [0.055, 0.236, 0.142], [-0.105, -0.105, 0.049], [-0.019, -0.165, 0.037], [0.053, 0.058, 0.045], [-0.355, -0.002, -0.228], [-0.241, -0.218, -0.163], [0.051, 0.634, -0.273], [-0.004, -0.011, 0.370], [0.312, -0.222, -0.045], [-0.028, 0.039, 0.159], [-0.037, 0.086, 0.149], [0.111, -0.021, -0.070], [0.236, -0.027, -0.089], [-0.138, -0.055, -0.081], [-0.144, -0.015, -0.102], [0.128, 0.000, -0.032], [-0.235, -0.295, 0.210], [-0.435, -0.231, 0.112], [0.640, -0.416, -0.071], [-0.118, 0.122, -0.405], [0.086, 0.332, 0.420], [0.016, 0.024, -0.191], [0.026, 0.069, -0.097], [0.116, 0.165, 0.132], [0.110, 0.160, 0.213], [-0.092, -0.072, 0.018], [-0.060, -0.046, 0.090], [0.071, 0.172, 0.183], [-0.323, -0.060, -0.235], [-0.260, -0.221, -0.170], [0.182, 0.601, -0.300], [-0.008, -0.007, 0.363], [0.176, -0.156, -0.055], [-0.026, 0.040, 0.160], [-0.023, 0.089, 0.151], [0.096, -0.005, -0.070], [0.251, -0.016, -0.110], [-0.117, -0.050, -0.071], [-0.132, -0.007, -0.111], [0.113, 0.010, -0.024], [-0.208, -0.267, 0.249], [0.225, -0.145, 0.322], [-0.294, -0.433, -0.698], [-0.163, 0.326, 0.089], [0.295, 0.214, -0.064], [-0.133, 0.117, -0.020], [-0.238, 0.038, -0.013], [0.102, -0.012, -0.054], [0.221, 0.062, -0.126], [0.013, -0.112, 0.106], [-0.047, -0.136, 0.051], [0.054, 0.035, -0.085], [-0.078, 0.069, 0.402], [0.001, 0.106, -0.297], [0.473, -0.490, 0.115], [-0.078, 0.246, 0.276], [-0.235, -0.119, 0.014], [0.035, 0.102, 0.079], [0.053, 0.080, 0.136], [-0.040, -0.105, -0.008], [-0.147, -0.235, 0.039], [0.052, 0.065, -0.156], [0.086, 0.033, -0.147], [-0.048, -0.104, 0.035], [-0.130, 0.386, -0.116], [0.193, 0.047, -0.334], [0.173, 0.428, 0.541], [-0.387, 0.015, -0.038], [0.088, -0.396, 0.140], [-0.163, 0.040, 0.009], [-0.151, 0.064, 0.035], [0.048, -0.087, 0.072], [0.100, -0.193, 0.168], [0.124, 0.079, -0.098], [0.065, 0.088, -0.139], [0.031, -0.067, 0.067], [-0.178, 0.013, -0.399], [-0.288, -0.200, 0.142], [0.635, -0.215, 0.125], [-0.034, 0.139, -0.308], [0.023, 0.178, 0.179], [-0.001, 0.026, -0.165], [0.046, 0.010, -0.175], [0.048, 0.057, 0.093], [0.118, 0.180, 0.169], [-0.092, -0.129, 0.069], [-0.092, -0.153, 0.056], [0.057, 0.096, 0.052], [-0.391, -0.006, -0.180], [-0.289, -0.198, 0.141], [0.658, -0.272, 0.109], [-0.059, 0.151, -0.339], [0.037, -0.059, 0.028], [-0.002, 0.028, -0.168], [0.041, 0.006, -0.169], [0.049, 0.059, 0.099], [0.112, 0.171, 0.178], [-0.106, -0.121, 0.045], [-0.060, -0.156, 0.060], [0.065, 0.085, 0.062], [-0.362, 0.037, -0.172], [0.064, 0.302, -0.124], [-0.524, -0.071, 0.437], [0.009, -0.274, -0.239], [0.292, 0.122, 0.178], [-0.019, -0.102, -0.099], [-0.129, -0.082, -0.107], [0.059, 0.003, 0.105], [0.115, -0.071, 0.231], [0.002, 0.159, -0.057], [-0.052, 0.175, -0.021], [0.048, -0.047, 0.098], [0.141, 0.000, -0.273]]}



no.,HOMO level (eV)
1,-8.3368
2,-9.3248